No. 1
DFT (the ωB97M-V functional and the def2-TZVPD basis) results for C19H12AsF3MoN2O6S4 as an isolated structure.

```
! wB97M-V def2-TZVPD RIJCOSX def2/J DEFGRID3
* xyz 2 1
Mo -0.5780 -1.4873 0.5228
F 0.1334 -6.3121 2.5830
C -0.0454 -5.5464 3.6654
F 0.4888 -6.1525 4.7150
F -1.3653 -5.4187 3.8608
C 0.5744 -4.1822 3.4404
C 1.7035 -3.7421 4.1241
C 2.2472 -2.4920 3.8479
C 1.6553 -1.6916 2.8920
N 0.5547 -2.1169 2.2564
C 0.0316 -3.3228 2.5143
S -1.3540 -3.4896 1.4374
H 2.1554 -4.3825 4.8708
H 3.1230 -2.1420 4.3743
H 2.0320 -0.7146 2.6246
S -2.4254 -2.3315 -0.9347
C -2.2183 -0.7487 -1.6225
N -1.2898 -0.2087 -0.9047
C -0.8951 1.1266 -1.1725
C 1.4624 2.2927 -1.3008
C 1.1923 3.5868 -1.4308
C -0.0250 4.0694 -2.1428
C -1.8932 3.0047 -2.6472
C -1.6022 1.5062 -2.4890
S -2.8452 0.2154 -2.8878
H 2.3576 1.9571 -0.7910
H 1.8780 4.3153 -1.0165
H 0.0923 5.1056 -2.4475
H -2.8258 3.2822 -3.1288
O 1.0078 -1.2466 -3.2681
As 1.5610 -0.4255 -1.8640
O 3.0868 -0.4660 -1.4193
O 0.7183 -1.7213 -0.6204
C 0.5221 1.2620 -1.8562
C -0.2214 1.6487 -3.1841
C -0.5002 3.1768 -3.3156
C -1.4491 3.8818 -1.4341
C -1.3936 3.2626 -0.0745
C -1.1241 1.9679 0.0360
S -0.6780 1.0959 1.4905
O -0.5456 1.9273 2.6170
O 0.5299 0.3245 1.0028
O -1.6166 -0.1122 1.6552
H 1.5865 -1.9632 -3.5762
H 0.0456 1.1202 -4.0943
H -0.3688 3.5748 -4.3162
H -1.9883 4.8240 -1.3976
H -1.4918 3.8883 0.8064
*
```

energy above the lowest of the compared OMol25 structures with the same formula, charge and spin: 63.5 kcal per mole
E_LUMO: -8.973 eV

---

No. 2
DFT (the ωB97M-V functional and the def2-TZVPD basis) results for C19H12Cl5FeN4O2 as an isolated structure at a distorted geometry.

```
! wB97M-V def2-TZVPD RIJCOSX def2/J DEFGRID3
* xyz 2 6
Fe -0.3968 -0.6260 0.9697
Cl -1.8473 0.2989 3.5900
C -0.3556 1.0622 3.3614
C 0.3361 0.9266 2.2097
C 1.5394 1.5169 2.1284
Cl 2.6163 1.4697 0.7568
C 2.0403 2.3166 3.2515
Cl 3.5948 2.8714 3.1344
C 1.2769 2.5841 4.3622
Cl 1.8523 3.5817 5.5597
C 0.0344 1.9495 4.4336
Cl -0.9703 2.3230 5.7477
O 0.6711 4.3065 -4.2028
C -0.7172 4.2881 -4.2388
N -1.2767 3.2802 -3.4107
C -1.2072 1.9947 -3.7381
O -0.8638 1.6123 -4.8526
C -1.6158 0.9218 -2.7863
C -2.5654 0.0380 -3.2763
C -2.9038 -1.0764 -2.5144
C -2.2497 -1.3222 -1.3233
N -1.3212 -0.4321 -0.8679
C -1.0580 0.7030 -1.5449
H 0.9604 4.0790 -5.0970
H -1.1334 4.1593 -5.2387
H -1.1531 5.2843 -3.8361
H -1.4601 3.4972 -2.4076
H -3.0830 0.1662 -4.2331
H -3.7020 -1.7428 -2.8839
H -2.3026 -2.2621 -0.7958
H -0.5238 1.4975 -0.9798
N 3.1829 -6.9702 1.9705
C 2.5896 -5.9980 1.8900
C 1.8719 -4.7963 1.6783
C 1.2411 -4.1902 2.7531
C 0.5985 -2.9849 2.5272
N 0.5345 -2.4412 1.3161
C 1.1392 -3.0820 0.2708
C 1.8458 -4.2434 0.4187
H 1.2767 -4.6560 3.7314
H 0.1632 -2.4650 3.3352
H 1.1290 -2.6202 -0.7332
H 2.2124 -4.8196 -0.4355
*
```

E_LUMO (spin up / spin down): -7.117 / -10.465 eV

---

No. 3
DFT (the ωB97M-V functional and the def2-TZVPD basis) results for C19H13Cl3CuGeN3O2 as an isolated structure at a distorted geometry.

```
! wB97M-V def2-TZVPD RIJCOSX def2/J DEFGRID3
* xyz -2 1
Cu 0.0829 0.0175 0.9969
O -2.0576 -3.4782 1.7427
C -1.5785 -2.4031 1.3800
N -0.3014 -2.0549 1.1828
C 0.8020 -2.8077 1.0528
O 0.9270 -3.9634 0.6641
C 2.0313 -1.9909 1.4268
C 3.2916 -2.5618 1.3975
C 4.3868 -1.7959 1.7657
C 4.1774 -0.4899 2.1741
C 2.8840 0.0072 2.1719
N 1.8304 -0.7154 1.7946
C -2.4620 -1.1874 1.2192
C -3.8078 -1.3180 0.9172
C -4.5833 -0.1839 0.7500
C -3.9743 1.0548 0.9166
C -2.6373 1.1025 1.2571
N -1.8724 0.0132 1.3956
H 3.3825 -3.5907 1.0774
H 5.3874 -2.2079 1.7216
H 4.9980 0.1558 2.4489
H 2.6818 1.0320 2.4612
H -4.2210 -2.3140 0.8292
H -5.6325 -0.2560 0.4925
H -4.5373 1.9713 0.7940
H -2.1311 2.0461 1.4232
Cl 2.3810 3.7231 -2.1031
Ge 2.4060 2.1249 -0.4764
Cl 4.9172 1.7849 -0.4841
Cl 2.5371 3.5249 1.3022
C 0.5071 1.4833 -0.2878
C -0.0952 1.2962 -1.5716
C -1.3980 1.8363 -1.7626
C -2.0482 1.7590 -2.9761
C -1.4526 1.1473 -4.0768
C -0.1832 0.6015 -3.9168
C 0.4755 0.6610 -2.7038
H -1.8664 2.3478 -0.9320
H -3.0361 2.1994 -3.0791
H -1.9619 1.1099 -5.0332
H 0.2956 0.1071 -4.7560
H 1.4560 0.2121 -2.5965
*
```

energy above the lowest of the compared OMol25 structures with the same formula, charge and spin: 0.0 kcal per mole
E_LUMO (spin up / spin down): 4.729 / 4.729 eV

---

No. 4
DFT (the ωB97M-V functional and the def2-TZVPD basis) results for C19H13F10IMoN4S as an isolated structure.

```
! wB97M-V def2-TZVPD RIJCOSX def2/J DEFGRID3
* xyz 2 1
Mo -0.5046 1.0796 0.1904
C -2.4722 0.7207 3.0411
N -1.4560 0.0420 2.1926
C -2.0613 -1.2051 1.6571
C -1.1758 -1.7795 0.5752
N -0.8808 -0.6868 -0.3816
C -0.8837 -1.0644 -1.7593
C 0.0987 -1.9245 -2.2369
F 1.0484 -2.3443 -1.3982
C 0.1118 -2.3350 -3.5568
F 1.0546 -3.1465 -3.9935
C -0.8732 -1.8739 -4.4236
F -0.8679 -2.2524 -5.6814
C -1.8565 -1.0062 -3.9665
F -2.7854 -0.5585 -4.7902
C -1.8551 -0.6119 -2.6400
F -2.8007 0.2249 -2.1990
C -0.3017 -0.2912 3.0875
C 0.7420 0.7875 2.9153
N 0.8814 0.9342 1.4651
C 2.1096 0.7084 0.7975
C 2.7818 1.7564 0.1631
F 2.2536 2.9765 0.1820
C 3.9755 1.5444 -0.4979
F 4.5878 2.5435 -1.1048
C 4.5254 0.2680 -0.5241
F 5.6532 0.0605 -1.1553
C 3.8838 -0.7945 0.1116
F 4.4096 -2.0007 0.0766
C 2.6929 -0.5640 0.7649
F 2.0706 -1.5701 1.3757
H -2.7884 0.0400 3.8332
H -2.0460 1.6115 3.4952
H -3.3539 0.9874 2.4674
H -2.2225 -1.9268 2.4624
H -3.0321 -0.9471 1.2318
H -0.2380 -2.1852 0.9559
H -1.6948 -2.5777 0.0453
H -0.6391 -0.3823 4.1202
H 0.1238 -1.2444 2.7850
H 0.4297 1.7427 3.3440
H 1.6986 0.5085 3.3549
S 0.8461 2.9586 -3.7946
C 0.4089 2.3244 -2.4806
N 0.0569 1.8149 -1.4153
I -1.4356 3.6144 1.2379
C -2.3693 2.0255 0.1791
H -2.6255 2.3558 -0.8236
H -3.2243 1.6431 0.7154
*
```

energy above the lowest of the compared OMol25 structures with the same formula, charge and spin: 0.0 kcal per mole
E_LUMO: -9.492 eV

---

No. 5
DFT (the ωB97M-V functional and the def2-TZVPD basis) results for an isolated molecule of C19H13N3O4S at a distorted geometry.

```
! wB97M-V def2-TZVPD RIJCOSX def2/J DEFGRID3
* xyz 0 1
O 3.4554 1.4847 -0.0163
C 3.7711 0.2904 -0.1095
O 2.8591 -0.5491 -0.4379
C 1.4801 -0.3119 -0.8408
C 1.1309 0.7639 -1.8207
C -0.1412 1.0117 -2.2403
C -1.2616 0.1217 -1.4498
C -0.9823 -0.8489 -0.6367
N -1.9353 -1.7337 -0.2792
C -3.2439 -1.1444 0.0144
N -4.1575 -2.1818 -0.1864
S -5.7541 -1.5765 0.2695
O -6.2396 -2.2038 1.4000
O -6.4537 -1.7409 -0.9955
C -5.0175 0.2584 0.3253
C -5.8564 1.3292 0.8379
C -5.1533 2.4386 0.8873
C -3.8387 2.5294 1.0845
C -3.0241 1.4001 0.6498
C -3.7995 0.1844 0.4686
C 0.4049 -1.2099 -0.4511
C 4.9307 -0.2014 0.1981
C 5.9216 0.4873 0.5660
C 7.1994 -0.0202 1.0382
C 7.2784 -1.5643 0.8641
N 6.2941 -2.2919 0.4662
C 5.2094 -1.4792 0.1876
H 2.0382 1.2730 -2.1335
H -0.3733 1.9692 -2.8197
H -2.2857 0.5343 -2.0496
H -1.8635 -2.5850 -0.0241
H -6.8655 1.4177 0.7539
H -5.6179 3.1670 1.2350
H -3.0900 3.3580 1.1517
H -1.9422 1.4670 0.3388
H 0.6260 -1.8616 0.4758
H 5.6653 1.7041 0.8678
H 7.9753 0.5857 1.3818
H 8.2278 -1.9158 1.3963
H 4.4287 -2.3554 -0.3676
*
```

E_LUMO: -0.466 eV

---

No. 6
DFT (the ωB97M-V functional and the def2-TZVPD basis) results for C19H13N4O12Zn as an isolated structure at a distorted geometry.

```
! wB97M-V def2-TZVPD RIJCOSX def2/J DEFGRID3
* xyz -1 1
Zn 0.2170 -0.1378 -0.2310
O -1.2734 1.5261 3.4556
C -0.9795 0.6007 2.6644
O -0.8071 0.7479 1.4051
C -0.8198 -0.7385 3.3032
C -0.9760 -0.8563 4.7081
C -0.9522 -2.1369 5.2528
C -0.6556 -3.2395 4.4805
C -0.3742 -3.0255 3.1362
N -0.5838 -1.8248 2.5784
H -1.2541 0.0041 5.2935
H -1.1898 -2.2948 6.3322
H -0.6129 -4.2637 4.8453
H -0.0967 -3.8481 2.4371
C -1.7595 -1.6687 -3.0445
C -0.7403 -2.3365 -2.2487
N -0.1033 -1.8645 -1.1955
C 0.8296 -2.8150 -0.7905
C 0.6414 -3.9604 -1.5677
N -0.2979 -3.5990 -2.4845
C 1.2607 -5.3196 -1.5291
O 1.8483 -5.6002 -0.3595
O 1.2771 -6.0531 -2.5137
C 1.5750 -2.5061 0.4816
O 2.0243 -3.5615 1.0796
O 1.5398 -1.3180 0.8258
H -2.7103 -1.7715 -2.4627
H -1.8748 -2.1604 -4.0397
H -1.5592 -0.5804 -3.1266
H -0.6547 -4.1923 -3.2310
H 1.8860 -4.8118 0.3666
O 1.4838 1.0104 -1.1485
O 1.6363 2.3721 -0.8873
O -1.9500 2.5575 -2.8608
C -1.3418 2.2225 -1.8233
O -1.5000 1.2344 -1.0801
C -0.3155 3.2934 -1.4119
C 0.5482 3.0584 -0.1922
C 1.2096 4.3082 0.2483
C 1.3454 5.4106 -0.5519
C 0.6963 5.4289 -1.7713
C -0.2134 4.4080 -2.1590
N 0.8744 6.5710 -2.6746
O 0.2127 6.5568 -3.7005
O 1.6341 7.5015 -2.3425
H 0.0417 2.4877 0.5866
H 1.5687 4.3781 1.2950
H 2.0675 6.2161 -0.3021
H -0.8223 4.5904 -3.0452
*
```

energy above the lowest of the compared OMol25 structures with the same formula, charge and spin: 58.2 kcal per mole
E_LUMO (spin up / spin down): -0.591 / -0.297 eV

---

No. 7
DFT (the ωB97M-V functional and the def2-TZVPD basis) results for C19H13N7Pt as an isolated structure at a distorted geometry.

```
! wB97M-V def2-TZVPD RIJCOSX def2/J DEFGRID3
* xyz 2 1
Pt -0.9353 -0.1879 0.0005
C 3.8080 -3.1600 -0.0025
C 2.4150 -3.2861 -0.0038
C 1.6395 -2.1636 -0.0037
C 2.1764 -0.8334 -0.0019
C 3.6134 -0.7482 -0.0008
C 4.3814 -1.8751 -0.0012
N 1.2789 0.1731 -0.0013
C 1.5424 1.5268 -0.0011
C 2.7917 2.1862 -0.0018
C 2.8762 3.5598 -0.0014
C 1.7319 4.3633 -0.0005
C 0.4833 3.7708 -0.0001
C 0.3878 2.3857 -0.0004
N -0.8252 1.7337 0.0001
N -1.9016 2.4203 0.0007
C -3.0257 1.6808 0.0006
C -4.2810 2.3008 0.0012
C -5.4155 1.5149 0.0017
C -5.2749 0.1321 0.0016
C -4.0038 -0.4360 0.0011
N -2.9114 0.3095 0.0004
H 4.4369 -4.0411 -0.0026
H 1.9583 -4.2682 -0.0049
H 0.5685 -2.2748 -0.0053
H 4.1441 0.1814 0.0007
H 5.4579 -1.7680 -0.0004
H 3.7274 1.6670 -0.0029
H 3.8548 4.0200 -0.0018
H 1.8152 5.4416 -0.0003
H -0.4227 4.3571 0.0006
H -4.3097 3.3815 0.0012
H -6.3988 1.9647 0.0022
H -6.1395 -0.5164 0.0019
H -3.8829 -1.5106 0.0011
N -1.3296 -2.0887 0.0038
C -1.4103 -3.2720 0.0038
N -1.5392 -4.4821 0.0042
C -0.8516 -5.5928 0.0052
N -0.2301 -6.5658 0.0059
*
```

energy above the lowest of the compared OMol25 structures with the same formula, charge and spin: 0.0 kcal per mole
E_LUMO (spin up / spin down): -10.403 / -10.474 eV

---

No. 8
DFT (the ωB97M-V functional and the def2-TZVPD basis) results for C19H14BrCl16NS as an isolated structure at a distorted geometry.

```
! wB97M-V def2-TZVPD RIJCOSX def2/J DEFGRID3
* xyz 0 1
Br -1.2476 3.8609 3.2417
C -1.1146 2.1991 2.1139
C -1.9188 2.3420 0.7227
C -2.7107 0.9743 0.3094
C -2.4849 0.7735 -1.2811
C -3.5393 1.4318 -2.2462
C -3.3960 1.3082 -3.8027
C -2.1552 0.5276 -4.3740
C -1.1203 -0.1237 -3.4330
C -1.2710 -0.0297 -1.8680
N -0.3125 -0.6684 -0.9488
C 1.0941 -0.3890 -1.2851
C 2.0160 0.0754 -0.1097
C 3.5073 0.3762 -0.3859
C 4.0434 0.1780 -1.8386
C 3.1464 -0.2709 -3.0405
C 1.6557 -0.5437 -2.7336
S 0.3925 -1.0580 -4.0138
H -1.4925 1.2798 2.6967
H 0.0076 2.0786 1.8901
H -1.1099 2.4862 -0.0912
H -2.5950 3.2630 0.6714
H -2.2919 0.0859 0.9139
H -3.8374 1.0546 0.4683
H -4.4289 1.9896 -1.7725
H -4.1955 1.7740 -4.4668
H -2.0390 0.4501 -5.5017
H -0.5236 -0.4849 0.0394
H 1.5655 0.1796 0.9381
H 4.2134 0.7167 0.4387
H 5.1550 0.3661 -2.0428
H 3.5767 -0.3913 -4.0845
C -0.6904 -4.1438 1.5497
Cl -0.4982 -2.8435 0.3518
Cl -1.2775 -3.4565 3.0804
Cl -1.8625 -5.3359 0.9475
Cl 0.8765 -4.9377 1.8197
C 2.9098 3.7685 4.4088
Cl 1.7101 3.5589 5.7024
Cl 2.8402 5.4358 3.8012
Cl 4.5339 3.4383 5.0484
Cl 2.5556 2.6395 3.0824
C -1.6039 -0.0617 6.0219
Cl -2.2869 -0.5329 4.4498
Cl -0.4639 1.2839 5.7991
Cl -2.9156 0.4472 7.1063
Cl -0.7516 -1.4484 6.7339
C 2.0674 -4.7247 -5.0053
Cl 3.2915 -4.6302 -6.2906
Cl 2.4760 -6.0496 -3.8943
Cl 2.0282 -3.1909 -4.1092
Cl 0.4725 -5.0281 -5.7278
*
```

E_LUMO: 0.030 eV

---

No. 9
DFT (the ωB97M-V functional and the def2-TZVPD basis) results for C19H14CoN7O4SbSe4 as an isolated structure.

```
! wB97M-V def2-TZVPD RIJCOSX def2/J DEFGRID3
* xyz -2 2
Co -0.1429 0.6042 -0.4027
N 0.2997 -2.5943 2.2860
C 0.4529 -1.8078 1.2313
N -0.2477 -0.7256 1.0377
C -1.1795 -0.3268 1.9784
N -1.8875 0.7452 1.8053
N -1.4845 1.3377 0.6243
C -2.0179 2.4310 0.2401
C -1.5005 2.9188 -1.0268
C -1.8918 4.1108 -1.6235
C -1.3612 4.4539 -2.8515
C -0.4322 3.6110 -3.4528
C -0.0657 2.4609 -2.7867
N -0.5820 2.1178 -1.6063
C -1.3804 -1.1535 3.1563
C -2.2772 -0.8129 4.1661
C -2.3901 -1.6021 5.2859
C -1.5921 -2.7479 5.4101
C -0.7040 -3.0980 4.4228
C -0.5972 -2.2919 3.2915
H 1.0366 -3.2598 2.4591
H 1.2461 -2.0618 0.5393
H -2.7623 2.9402 0.8418
H -2.6086 4.7459 -1.1148
H -1.6581 5.3747 -3.3377
H 0.0003 3.8371 -4.4174
H 0.6747 1.7859 -3.1974
H -2.8517 0.0964 4.0550
H -3.0722 -1.3230 6.0800
H -1.6623 -3.3615 6.2990
H -0.0627 -3.9672 4.5280
O 0.6986 -2.4485 -5.3438
C 1.8171 -1.9454 -4.8612
O 2.8780 -2.0491 -5.4441
C 1.7439 -1.2471 -3.5443
C 2.8459 -0.7002 -2.9046
N 2.4171 -0.1265 -1.7830
N 1.1129 -0.2513 -1.6391
C 0.6623 -0.9292 -2.6901
C -0.8251 -1.1959 -2.7100
O -1.2772 -1.8472 -3.6901
O -1.4572 -0.7347 -1.7367
H -0.1087 -2.2485 -4.7333
H 3.8944 -0.7402 -3.1592
H 2.9434 0.2956 -1.0133
Se 1.7995 0.1191 4.3333
Sb 3.1068 0.7042 2.3361
Se 1.6273 2.0594 0.7371
Se 4.9884 2.2159 2.7505
Se 3.8346 -1.3679 1.1755
*
```

energy above the lowest of the compared OMol25 structures with the same formula, charge and spin: 5.7 kcal per mole
E_LUMO (spin up / spin down): 3.358 / 3.430 eV

---

No. 10
DFT (the ωB97M-V functional and the def2-TZVPD basis) results for C19H14CrIN2O8S as an isolated structure.

```
! wB97M-V def2-TZVPD RIJCOSX def2/J DEFGRID3
* xyz 0 2
Cr -0.4272 -0.7756 0.9926
O -2.6096 2.5675 5.4952
C -2.0734 1.8461 4.4893
C -1.0094 2.3232 3.7150
C -0.5605 1.5087 2.6978
N -1.1591 0.3623 2.4483
C -2.0379 -0.1828 3.2714
C -2.5631 0.5467 4.3146
C -2.0816 -1.6820 3.0283
O -2.8821 -2.4129 3.5459
O -1.0715 -2.0583 2.2476
C 0.7501 1.5545 1.9382
O 1.4569 2.5282 1.8927
O 1.0327 0.3687 1.4193
H -2.1786 3.4272 5.5540
H -0.5059 3.2570 3.9292
H -3.2773 0.1166 5.0010
I -3.4394 1.2073 -0.1270
C -3.1192 -0.7686 -0.7051
C -3.9111 -1.2888 -1.7141
C -3.7616 -2.6229 -2.0478
C -2.8585 -3.3975 -1.3414
C -2.1053 -2.7964 -0.3557
N -2.2123 -1.4932 -0.0530
H -4.6249 -0.6567 -2.2200
H -4.3546 -3.0526 -2.8441
H -2.7219 -4.4480 -1.5508
H -1.3851 -3.3535 0.2260
C 5.6890 1.6513 -3.2844
C 4.3674 1.0877 -2.8421
C 3.8011 0.0054 -3.5146
C 2.5897 -0.5255 -3.1146
C 1.9382 0.0279 -2.0172
C 2.4762 1.1056 -1.3321
C 3.6898 1.6269 -1.7553
S 0.4111 -0.6777 -1.5301
O -0.3464 0.3559 -0.7488
O -0.2444 -1.1650 -2.7049
O 0.6781 -1.7218 -0.4819
H 5.7150 1.7937 -4.3652
H 6.5043 0.9736 -3.0243
H 5.8881 2.6102 -2.8086
H 4.3136 -0.4204 -4.3689
H 2.1410 -1.3511 -3.6490
H 1.9663 1.5283 -0.4803
H 4.1133 2.4708 -1.2250
*
```

E_LUMO (spin up / spin down): -0.837 / -0.470 eV